Molecular formula: C65H70GeMoO2SeSi
Method: DFT, ωB97M-V with the def2-TZVPD basis set

Results
HOMO level (eV): -7.8
Energy (eV): -204233.5737
Kohn-Sham gap (eV): 7.67
ΔE to the lowest compared entry with this formula, charge and spin (eV): 0.0000
LUMO level (eV): -0.180

The geometry in XYZ format:
```
141
Properties=species:S:1:pos:R:3:forces:R:3:lowdin_charge:R:1
Mo -0.226 -0.826 0.037 -0.510 0.634 0.796 1.40
C -3.856 3.003 5.545 -0.014 -0.013 0.039 -0.07
C -3.644 3.348 4.070 -0.003 -0.011 0.010 -0.56
C -4.956 3.913 3.509 -0.015 0.005 -0.016 -0.05
C -2.547 4.421 3.980 0.027 0.025 -0.013 -0.05
C -3.226 2.127 3.250 0.002 -0.020 0.006 -0.16
C -2.946 2.270 1.896 -0.003 0.023 -0.011 -0.06
C -2.520 1.190 1.149 0.021 0.022 0.037 -0.40
Se -2.089 1.440 -0.714 0.045 -0.032 0.075 1.16
C -0.603 2.629 -0.498 -0.041 0.106 0.011 -0.42
C -0.776 3.990 -0.729 -0.011 -0.012 -0.012 -0.06
C 0.285 4.869 -0.590 0.017 -0.001 -0.003 -0.17
C 1.515 4.330 -0.201 0.034 0.018 -0.018 0.03
C 1.737 2.980 0.036 0.116 0.101 0.005 -0.08
C 0.642 2.117 -0.135 -0.055 -0.111 -0.096 -0.33
O 0.779 0.794 0.076 0.082 -0.133 -0.090 -0.33
C 3.094 2.442 0.499 0.028 -0.042 0.017 -0.52
C 4.147 3.547 0.631 -0.036 0.007 -0.027 -0.07
C 3.630 1.408 -0.503 -0.016 0.045 -0.021 -0.03
C 2.923 1.796 1.884 0.046 0.038 0.050 -0.04
C 0.160 6.374 -0.834 0.006 -0.001 0.003 -0.56
C 1.112 6.786 -1.968 0.017 0.004 0.005 -0.05
C -1.262 6.776 -1.230 -0.035 -0.023 -0.009 -0.07
C 0.535 7.136 0.447 0.020 0.012 0.008 -0.04
C -2.381 -0.088 1.720 0.189 -0.115 -0.090 -0.32
O -1.919 -1.096 0.927 -0.090 -0.250 -0.201 -0.34
C -2.715 -0.282 3.066 -0.021 0.063 0.091 -0.08
C -3.112 0.851 3.785 0.003 0.006 0.025 0.03
C -2.620 -1.608 3.838 0.013 -0.036 0.015 -0.52
C -2.460 -2.857 2.964 -0.080 -0.010 0.039 -0.06
C -1.411 -1.537 4.781 0.030 0.008 0.017 -0.03
C -3.903 -1.814 4.663 -0.039 -0.022 0.011 -0.05
H -4.132 3.908 6.094 0.013 -0.046 -0.029 0.09
H -4.662 2.276 5.679 0.048 0.043 -0.009 0.09
H -2.947 2.601 6.001 -0.052 0.031 -0.025 0.09
H -5.267 4.793 4.080 0.021 -0.046 -0.028 0.09
H -4.848 4.211 2.463 -0.009 -0.014 0.058 0.08
H -5.754 3.167 3.565 0.040 0.041 -0.003 0.09
H -2.824 5.296 4.576 0.012 -0.059 -0.039 0.08
H -1.596 4.035 4.357 -0.054 0.021 -0.015 0.09
H -2.389 4.752 2.950 -0.010 -0.032 0.058 0.07
H -3.041 3.236 1.412 0.019 -0.031 0.008 0.11
H -1.758 4.339 -1.019 0.016 -0.007 0.006 0.09
H 2.346 5.010 -0.081 0.028 -0.003 0.018 0.10
H 4.336 4.048 -0.322 -0.021 -0.027 0.042 0.09
H 3.865 4.299 1.373 -0.009 -0.021 -0.032 0.09
H 5.086 3.096 0.959 -0.038 0.022 -0.012 0.09
H 3.788 1.866 -1.484 -0.007 -0.023 0.051 0.09
H 4.589 1.013 -0.154 -0.028 0.006 0.004 0.09
H 2.948 0.569 -0.628 0.079 0.146 0.022 0.05
H 2.586 2.538 2.614 0.025 -0.023 -0.022 0.09
H 2.194 0.988 1.861 0.034 0.015 0.016 0.05
H 3.878 1.387 2.226 -0.022 0.021 -0.015 0.09
H 0.863 6.260 -2.893 0.001 0.016 0.031 0.09
H 1.038 7.861 -2.154 -0.001 -0.040 0.009 0.09
H 2.151 6.559 -1.720 -0.040 0.007 -0.012 0.08
H -1.577 6.289 -2.157 0.019 0.019 0.045 0.09
H -1.984 6.528 -0.447 0.039 0.013 -0.033 0.09
H -1.304 7.856 -1.390 0.009 -0.041 0.006 0.09
H 1.566 6.937 0.749 -0.049 0.000 -0.014 0.08
H 0.437 8.214 0.287 0.003 -0.057 0.006 0.09
H -0.120 6.849 1.274 0.023 0.011 -0.040 0.09
H -3.330 0.716 4.836 0.016 0.011 -0.062 0.09
H -1.499 -2.883 2.461 0.041 0.015 0.008 0.04
H -2.516 -3.738 3.608 -0.022 0.022 -0.010 0.09
H -3.250 -2.929 2.214 0.034 -0.005 -0.004 0.09
H -0.484 -1.430 4.211 -0.017 0.002 0.032 0.08
H -1.490 -0.693 5.472 0.006 -0.039 -0.033 0.08
H -1.334 -2.458 5.367 -0.007 0.046 -0.022 0.09
H -4.781 -1.835 4.012 0.046 0.001 0.043 0.09
H -3.843 -2.771 5.187 -0.006 0.041 -0.021 0.09
H -4.057 -1.040 5.416 0.015 -0.041 -0.033 0.07
C 1.973 -3.257 5.187 -0.016 -0.002 -0.035 -0.10
C 2.419 -2.142 4.486 -0.042 -0.017 -0.030 -0.09
C 2.195 -2.051 3.120 0.058 0.029 0.013 -0.12
C 1.535 -3.067 2.420 0.041 -0.054 0.038 -0.31
C 1.102 -4.182 3.141 -0.032 0.003 0.038 -0.10
C 1.314 -4.276 4.513 0.020 0.015 -0.006 -0.09
Si 1.236 -2.860 0.571 -0.067 0.166 0.033 0.68
C 2.923 -2.649 -0.242 0.094 0.018 0.028 -0.28
C 3.128 -1.843 -1.364 0.087 -0.047 0.046 -0.15
C 4.378 -1.736 -1.964 -0.023 -0.020 0.036 -0.09
C 5.455 -2.440 -1.444 -0.028 -0.023 0.031 -0.08
C 5.278 -3.242 -0.321 -0.008 0.029 -0.040 -0.08
C 4.028 -3.338 0.275 0.027 0.009 -0.023 -0.10
C 0.413 -4.407 -0.104 -0.062 -0.031 -0.033 -0.29
C 1.144 -5.381 -0.785 0.000 -0.041 0.015 -0.10
C 0.518 -6.497 -1.330 -0.036 -0.021 0.026 -0.09
C -0.854 -6.657 -1.200 0.045 0.012 0.012 -0.09
C -1.600 -5.696 -0.527 0.012 0.028 -0.014 -0.08
C -0.972 -4.581 0.008 0.024 -0.050 -0.048 -0.11
H 2.139 -3.330 6.256 -0.004 0.001 -0.041 0.10
H 2.937 -1.343 5.005 -0.014 -0.023 -0.012 0.10
H 2.555 -1.175 2.582 -0.032 -0.066 0.044 0.09
H 0.588 -4.989 2.625 0.029 0.050 0.018 0.10
H 0.968 -5.149 5.054 0.008 0.029 -0.013 0.10
H 2.307 -1.268 -1.779 -0.009 -0.041 -0.007 0.06
H 4.502 -1.093 -2.830 0.004 -0.027 0.031 0.10
H 6.433 -2.360 -1.905 -0.035 -0.005 0.014 0.10
H 6.117 -3.789 0.093 -0.024 0.021 -0.013 0.10
H 3.909 -3.957 1.161 0.002 0.041 -0.055 0.11
H 2.215 -5.261 -0.914 -0.050 -0.011 0.025 0.10
H 1.104 -7.235 -1.867 -0.040 0.037 0.027 0.10
H -1.344 -7.523 -1.631 0.021 0.034 0.016 0.10
H -2.674 -5.809 -0.432 0.034 0.000 -0.002 0.10
H -1.574 -3.824 0.502 0.004 -0.031 -0.017 0.07
C -0.357 -1.469 -1.524 0.214 -0.201 -0.580 -0.44
Ge -0.231 -1.593 -3.457 -0.161 -0.065 -0.097 0.92
C -2.019 -1.090 -4.038 -0.073 0.017 0.010 -0.29
C -3.129 -1.558 -3.332 0.001 0.027 -0.029 -0.12
C -4.413 -1.176 -3.699 0.026 0.004 -0.013 -0.08
C -4.600 -0.313 -4.773 0.044 -0.006 0.000 -0.09
C -3.503 0.165 -5.478 0.011 -0.035 0.029 -0.09
C -2.219 -0.221 -5.110 -0.039 -0.014 -0.003 -0.10
C 0.281 -3.372 -4.045 0.009 -0.109 0.075 -0.27
C 1.564 -3.866 -3.796 -0.004 -0.015 -0.077 -0.11
C 1.924 -5.141 -4.213 -0.040 0.043 -0.036 -0.09
C 1.003 -5.942 -4.876 -0.014 0.040 0.002 -0.09
C -0.279 -5.467 -5.118 0.023 0.021 0.010 -0.08
C -0.637 -4.188 -4.706 0.025 -0.032 -0.016 -0.09
C 1.066 -0.256 -4.022 0.092 0.086 0.051 -0.28
C 2.068 -0.524 -4.953 -0.002 0.039 0.024 -0.10
C 2.986 0.461 -5.304 -0.024 0.010 0.025 -0.09
C 2.912 1.722 -4.725 -0.017 -0.045 0.002 -0.09
C 1.915 2.002 -3.797 -0.027 -0.056 -0.023 -0.08
C 1.002 1.017 -3.450 -0.001 -0.027 -0.036 -0.10
H -2.989 -2.213 -2.477 -0.002 0.024 -0.028 0.10
H -5.267 -1.544 -3.143 0.031 0.016 -0.021 0.10
H -5.600 -0.010 -5.056 0.026 -0.007 0.006 0.10
H -3.646 0.843 -6.312 0.004 -0.026 0.035 0.10
H -1.366 0.167 -5.659 -0.020 -0.009 0.015 0.10
H 2.291 -3.260 -3.266 -0.049 -0.040 -0.070 0.08
H 2.924 -5.510 -4.012 -0.027 0.010 -0.003 0.11
H 1.283 -6.938 -5.199 -0.010 0.032 0.005 0.10
H -1.002 -6.090 -5.632 0.028 0.020 0.022 0.10
H -1.641 -3.826 -4.905 0.040 -0.006 0.014 0.10
H 2.141 -1.508 -5.407 -0.008 0.034 0.021 0.10
H 3.759 0.243 -6.031 -0.015 0.010 0.022 0.10
H 3.630 2.486 -4.997 -0.012 -0.013 0.005 0.10
H 1.849 2.982 -3.338 0.008 0.008 0.011 0.10
H 0.232 1.244 -2.717 0.051 -0.028 -0.051 0.08
```
Positions in Å, forces in eV/Å.


Molecular formula: C65H87GeN2O3P3S4Ti
Method: DFT, ωB97M-V with the def2-TZVPD basis set

Results
HOMO level (eV): -6.6
Energy (eV): -228784.1441
Kohn-Sham gap (eV): 6.38
ΔE to the lowest compared entry with this formula, charge and spin (eV): 0.0000
LUMO level (eV): -0.232

The geometry in XYZ format:
```
166
Properties=species:S:1:pos:R:3:forces:R:3:lowdin_charge:R:1
Ti 0.241 -0.685 -1.611 -0.308 -0.217 -1.047 0.48
C 4.216 -2.394 -2.915 0.134 0.087 0.067 -0.12
C 4.139 -0.861 -2.981 -0.146 -0.202 -0.105 -0.50
C 5.546 -0.309 -2.739 0.024 0.037 0.016 -0.10
P 2.800 -0.202 -1.877 0.160 -0.333 0.571 1.10
C 3.080 1.625 -1.729 0.295 0.013 -0.127 -0.49
C 4.098 2.141 -0.712 0.000 0.047 -0.045 -0.09
C 3.289 2.203 -3.134 0.020 0.021 -0.017 -0.09
C 3.129 -1.052 -0.286 0.212 0.103 -0.112 -0.27
C 4.289 -0.870 0.477 -0.116 0.075 -0.062 -0.06
C 4.488 -1.497 1.698 0.117 -0.135 0.001 -0.28
C 5.770 -1.333 2.478 -0.062 -0.042 -0.048 -0.04
C 3.448 -2.288 2.180 -0.036 -0.087 0.066 -0.03
C 2.309 -2.508 1.429 -0.065 -0.024 0.093 -0.03
C 2.146 -1.950 0.155 -0.309 -0.410 -0.109 -0.28
N 0.994 -2.212 -0.649 0.057 -0.629 0.414 -0.12
C 0.323 -3.464 -0.588 0.202 0.158 -0.015 -0.30
C 0.942 -4.629 -0.114 0.128 0.023 0.001 -0.02
C 0.232 -5.799 0.102 0.049 -0.011 0.057 -0.03
C -1.128 -5.886 -0.171 -0.023 -0.145 0.009 -0.27
C -1.924 -7.140 0.098 0.051 0.076 -0.106 -0.05
C -1.711 -4.780 -0.769 -0.060 0.071 -0.086 -0.08
C -1.023 -3.591 -1.007 -0.132 0.112 0.002 -0.31
P -1.771 -2.276 -2.049 -0.142 -1.085 0.052 1.05
C -3.517 -1.867 -1.434 0.038 0.046 -0.038 -0.49
C -4.008 -2.563 -0.154 -0.095 0.042 -0.092 -0.10
C -4.601 -1.938 -2.519 0.020 0.062 -0.018 -0.11
C -2.158 -3.248 -3.630 0.419 0.273 -0.164 -0.51
C -2.147 -2.301 -4.861 -0.179 -0.121 0.115 -0.13
C -1.336 -4.516 -3.920 -0.186 0.106 -0.025 -0.12
H 4.945 -2.749 -3.651 -0.047 0.038 0.062 0.08
H 3.265 -2.867 -3.123 -0.108 -0.037 -0.018 0.01
H 4.554 -2.713 -1.924 0.004 0.031 -0.076 0.08
H 3.812 -0.568 -3.983 0.004 -0.027 -0.076 0.09
H 5.966 -0.700 -1.809 -0.035 0.027 -0.046 0.07
H 5.597 0.777 -2.714 0.020 -0.043 0.007 0.04
H 6.192 -0.648 -3.553 0.008 -0.007 0.039 0.09
H 2.108 1.976 -1.413 -0.228 0.073 0.022 0.07
H 5.126 1.874 -0.970 -0.069 0.026 0.044 0.07
H 3.888 1.770 0.292 0.009 0.033 -0.040 0.05
H 4.040 3.235 -0.680 0.019 -0.056 -0.010 0.09
H 4.291 2.017 -3.522 -0.059 0.038 0.000 0.07
H 3.135 3.284 -3.104 0.022 -0.021 -0.001 0.09
H 2.567 1.792 -3.844 0.008 0.021 0.011 0.04
H 5.057 -0.200 0.111 -0.016 -0.028 0.006 0.09
H 6.397 -0.544 2.053 -0.070 -0.077 0.051 0.07
H 6.350 -2.260 2.467 -0.020 0.024 -0.008 0.09
H 5.568 -1.087 3.525 0.031 -0.027 -0.106 0.07
H 3.526 -2.738 3.169 -0.003 0.050 -0.154 0.11
H 1.515 -3.109 1.856 0.073 -0.053 -0.048 0.11
H 2.003 -4.614 0.095 -0.032 0.019 0.054 0.11
H 0.754 -6.665 0.499 -0.027 0.077 -0.045 0.11
H -1.328 -7.877 0.638 -0.021 0.040 -0.024 0.07
H -2.261 -7.601 -0.836 0.035 0.032 0.078 0.08
H -2.815 -6.924 0.692 0.033 0.000 -0.004 0.08
H -2.747 -4.850 -1.094 0.056 0.018 0.032 0.12
H -3.409 -0.809 -1.216 0.049 0.164 0.049 0.05
H -3.208 -2.965 0.458 0.113 0.021 0.085 0.04
H -4.679 -3.391 -0.402 0.072 0.033 0.018 0.08
H -4.571 -1.853 0.461 -0.007 -0.068 -0.068 0.08
H -4.946 -2.961 -2.687 0.029 0.063 0.003 0.08
H -4.272 -1.519 -3.473 -0.075 -0.049 0.141 0.04
H -5.466 -1.356 -2.182 0.061 -0.061 -0.019 0.09
H -3.177 -3.583 -3.464 -0.113 -0.032 0.022 0.07
H -2.039 -1.250 -4.592 -0.006 0.026 0.023 0.03
H -3.073 -2.405 -5.437 0.099 -0.022 0.052 0.08
H -1.312 -2.541 -5.517 0.015 -0.007 0.001 0.06
H -0.270 -4.314 -3.966 0.028 0.017 -0.023 0.03
H -1.650 -4.896 -4.900 0.031 0.042 0.098 0.09
H -1.505 -5.306 -3.191 -0.027 0.008 0.024 0.06
O 1.629 0.809 -8.246 -0.047 -0.075 0.282 -0.06
C 1.330 0.511 -7.119 0.074 0.093 -0.283 -1.00
S 0.490 1.599 -5.998 -0.053 0.007 -0.003 0.96
C 0.385 0.468 -4.661 -0.145 0.219 0.055 -1.11
C 0.931 -0.740 -4.839 0.021 -0.257 0.039 -1.12
S 0.871 -2.003 -3.654 0.093 0.089 -0.115 0.64
S 1.694 -1.062 -6.379 -0.001 -0.003 -0.085 0.97
S -0.423 0.985 -3.190 0.199 0.160 -0.224 0.61
C -5.458 2.383 -0.378 0.023 -0.025 -0.020 -0.13
C -4.540 3.435 -1.016 0.108 -0.104 0.337 -0.56
C -3.678 4.121 0.059 -0.054 0.016 -0.065 -0.12
P -3.448 2.628 -2.292 -0.311 0.021 -0.213 1.06
C -4.773 1.878 -3.378 0.125 -0.029 -0.242 -0.55
C -5.846 2.821 -3.922 -0.037 -0.053 0.058 -0.11
C -4.161 1.016 -4.497 -0.051 0.103 0.000 -0.13
C -2.886 4.157 -3.207 0.406 -0.095 0.152 -0.53
C -1.633 4.730 -2.484 -0.094 -0.001 -0.138 -0.12
C -2.543 3.920 -4.679 -0.029 0.093 -0.004 -0.13
H -5.893 2.768 0.549 0.013 -0.015 -0.021 0.07
H -6.285 2.107 -1.037 0.081 0.005 0.051 0.06
H -4.907 1.464 -0.134 -0.062 0.116 -0.008 0.06
H -5.158 4.197 -1.495 -0.070 0.058 -0.017 0.09
H -2.839 3.486 0.367 -0.066 0.052 -0.007 0.05
H -4.284 4.349 0.942 0.008 -0.004 -0.031 0.07
H -3.260 5.063 -0.301 -0.003 -0.117 0.027 0.07
H -5.255 1.173 -2.693 -0.011 -0.003 0.057 0.07
H -5.426 3.532 -4.636 -0.038 -0.032 0.047 0.07
H -6.336 3.392 -3.129 0.029 -0.038 -0.062 0.06
H -6.621 2.248 -4.441 0.033 0.051 -0.010 0.08
H -3.862 1.615 -5.360 -0.013 -0.034 0.084 0.07
H -4.886 0.274 -4.849 0.025 0.084 0.003 0.08
H -3.274 0.489 -4.143 -0.003 -0.004 0.006 0.02
H -3.703 4.878 -3.150 -0.069 0.097 0.016 0.10
H -0.730 4.461 -3.041 -0.099 -0.018 0.071 0.07
H -1.496 4.335 -1.478 -0.014 0.041 -0.056 0.02
H -1.678 5.823 -2.424 0.003 -0.107 -0.056 0.08
H -1.819 3.109 -4.779 -0.016 0.005 -0.016 0.03
H -2.087 4.825 -5.095 -0.012 -0.065 0.025 0.08
H -3.413 3.684 -5.291 0.042 0.013 0.041 0.05
C -3.179 0.183 4.294 0.017 -0.053 -0.127 -0.03
C -2.580 -0.151 2.954 -0.051 -0.022 0.184 -0.24
C -1.801 -1.285 2.760 -0.139 -0.037 0.081 -0.03
C -1.240 -1.531 1.519 0.008 0.073 -0.162 -0.13
N -1.434 -0.747 0.456 -0.173 0.131 0.052 0.04
C -2.223 0.328 0.629 0.104 -0.268 0.046 -0.14
C -2.787 0.663 1.846 -0.050 0.119 0.032 0.00
H -4.249 -0.042 4.298 0.040 0.014 -0.011 0.09
H -3.059 1.245 4.519 0.014 -0.055 -0.008 0.08
H -2.707 -0.393 5.091 -0.023 0.038 -0.040 0.08
H -1.615 -1.975 3.577 -0.058 0.053 -0.086 0.11
H -0.595 -2.388 1.377 -0.034 -0.020 -0.045 0.10
H -2.388 0.956 -0.238 0.000 0.050 -0.100 0.06
H -3.386 1.566 1.924 0.067 -0.097 -0.015 0.12
O -0.457 2.422 -0.391 -0.068 0.141 -0.187 0.03
C 0.321 1.697 0.184 0.252 -0.412 0.073 -0.60
O 0.754 0.537 -0.303 -0.127 1.521 0.763 -0.29
C 0.877 2.032 1.546 0.328 -0.356 0.124 -0.12
C 1.153 0.776 2.377 -0.088 0.050 -0.191 -0.22
Ge 1.822 1.088 4.175 0.002 -0.075 -0.134 1.01
C 0.427 1.950 5.218 -0.143 0.156 0.153 -0.26
C 0.036 3.266 4.935 -0.074 -0.118 0.108 -0.11
C -1.016 3.861 5.626 0.033 -0.065 -0.045 -0.08
C -1.693 3.147 6.609 0.067 -0.056 -0.016 -0.10
C -1.322 1.838 6.895 0.049 0.038 -0.045 -0.10
C -0.269 1.245 6.205 -0.002 0.183 -0.010 -0.11
C 3.451 2.132 4.024 0.190 0.180 -0.002 -0.26
C 4.451 1.638 3.177 -0.009 0.137 0.061 -0.11
C 5.619 2.362 2.958 -0.107 0.001 0.069 -0.08
C 5.797 3.595 3.580 -0.017 -0.028 -0.006 -0.09
C 4.810 4.098 4.419 -0.065 -0.076 0.000 -0.09
C 3.645 3.369 4.644 0.096 -0.102 -0.076 -0.10
C 2.216 -0.684 4.880 0.047 -0.207 0.211 -0.27
C 1.285 -1.714 4.697 0.129 -0.009 0.122 -0.12
C 1.542 -3.001 5.162 0.019 0.141 -0.019 -0.09
C 2.741 -3.275 5.814 -0.016 0.057 -0.015 -0.09
C 3.680 -2.265 5.994 -0.042 0.039 -0.026 -0.09
C 3.418 -0.977 5.531 -0.154 -0.091 -0.030 -0.11
H 0.169 2.714 2.017 0.018 0.041 0.046 0.11
H 1.820 2.573 1.383 -0.116 0.072 0.042 0.12
H 1.885 0.148 1.858 -0.067 0.067 0.059 0.07
H 0.243 0.175 2.472 0.171 0.157 -0.029 0.05
H 0.558 3.835 4.170 -0.062 -0.037 0.074 0.10
H -1.310 4.880 5.393 0.042 -0.084 0.037 0.10
H -2.504 3.614 7.159 0.031 -0.035 -0.058 0.10
H -1.857 1.277 7.655 0.062 0.054 -0.038 0.10
H 0.021 0.224 6.441 -0.028 0.062 -0.006 0.09
H 4.312 0.676 2.684 -0.024 0.315 0.089 0.07
H 6.386 1.970 2.298 -0.042 0.031 0.056 0.10
H 6.708 4.160 3.414 -0.089 -0.036 -0.011 0.10
H 4.946 5.064 4.895 0.002 -0.081 -0.004 0.10
H 2.885 3.764 5.312 0.052 0.000 -0.056 0.09
H 0.351 -1.505 4.178 0.223 -0.052 0.099 0.07
H 0.813 -3.791 5.011 0.044 0.054 0.021 0.10
H 2.943 -4.275 6.185 -0.011 0.076 -0.056 0.10
H 4.619 -2.480 6.495 -0.094 0.023 -0.040 0.10
H 4.158 -0.193 5.672 -0.045 -0.060 0.008 0.10
```
Positions in Å, forces in eV/Å.